1.
DFT (ωB97M-V with the def2-TZVPD basis set) results for a molecular structure, F2InNO4S2 at a distorted geometry.

CARTESIAN COORDINATES (ANGSTROEM)
1 In -0.974 -2.306 0.448
2 N -0.278 -0.648 0.127
3 S 1.099 -0.143 0.441
4 O 1.209 0.984 1.337
5 O 2.205 -0.367 -0.490
6 F 1.267 -1.332 1.517
7 S -0.831 0.797 -0.567
8 O -0.077 1.454 -1.629
9 O -1.700 1.513 0.292
10 F -1.920 0.049 -1.476

The calculation puts the HOMO energy at -21.1 eV. For the lowest unoccupied orbital energy, the calculation gives -17.1 eV. Its total charge is +2. The orbital gap is 4.02 eV. The value obtained for the energy above the lowest of the compared OMol25 structures with the same formula, charge and spin is 77.0 kcal per mole. As for the spin multiplicity: 1. The value obtained for the total energy is -41927.534 eV.

2.
DFT (ωB97M-V with the def2-TZVPD basis set) results for 2 unconnected molecules or ions with the total composition F2N2 at a distorted geometry.

CARTESIAN COORDINATES (ANGSTROEM)
1 N 0.110 0.161 0.514
2 N -0.132 -0.525 -0.374
3 F 0.193 -0.174 1.802
4 F -0.171 0.537 -1.942

The calculation puts the HOMO energy (alpha / beta) at -11.7 / -13.1 eV. For the lowest unoccupied orbital energy (alpha / beta), the calculation gives -2.6 / -2.7 eV. The orbital gap (alpha / beta) is 9.08 / 10.48 eV. The value obtained for the energy above the lowest of the compared OMol25 structures with the same formula, charge and spin is 42.5 kcal per mole. As for the spin multiplicity: 1. The value obtained for the total energy is -8408.732 eV.